{"formula": "C38H64GaO23", "method": "the ωB97M-V functional and the def2-TZVPD basis", "total_energy_ha": -5141.53358, "lumo_ha": 0.0581, "orbital_gap_ev": 6.07, "spin_multiplicity": 1, "total_charge": -1, "homo_ev": -4.489, "symbols": ["C", "C", "O", "O", "C", "C", "C", "C", "C", "C", "C", "C", "Ga", "H", "H", "H", "H", "H", "H", "H", "H", "H", "H", "H", "H", "H", "H", "H", "H", "H", "H", "H", "H", "H", "H", "C", "C", "C", "O", "C", "O", "O", "H", "H", "H", "H", "H", "H", "C", "C", "C", "O", "C", "O", "O", "H", "H", "H", "H", "H", "H", "C", "C", "C", "O", "C", "O", "O", "H", "H", "H", "H", "H", "H", "C", "C", "C", "O", "C", "O", "O", "H", "H", "H", "H", "H", "H", "C", "C", "C", "O", "C", "O", "O", "H", "H", "H", "H", "H", "H", "C", "C", "C", "O", "C", "O", "O", "H", "H", "H", "H", "H", "H", "C", "C", "C", "O", "C", "O", "O", "H", "H", "H", "H", "H", "H"], "coordinates": [[1.91380, -4.32222, 3.88204], [1.98429, -4.10379, 2.22524], [1.06078, -4.77041, 1.52097], [3.04222, -3.23860, 1.68139], [2.53131, -2.27906, 0.69093], [2.53801, -0.70635, 1.19496], [2.09923, -0.49261, 2.76009], [0.73545, 0.44519, 2.95049], [-0.42637, -0.29273, 3.84249], [-0.99551, -1.69712, 3.21502], [-2.09596, -1.52437, 2.01055], [-3.32385, -2.64675, 2.17793], [-5.02144, -1.87328, 1.22909], [2.21732, -3.32761, 4.46186], [2.65331, -5.15999, 4.25720], [0.79771, -4.55123, 4.21334], [3.29145, -2.31913, -0.22878], [1.47769, -2.53073, 0.24906], [3.65669, -0.30573, 1.10511], [1.89110, -0.06756, 0.44871], [1.86334, -1.51701, 3.27542], [2.97554, 0.02757, 3.37880], [1.09280, 1.39389, 3.58032], [0.34245, 0.89049, 1.92508], [-1.34258, 0.41941, 3.99775], [0.07839, -0.56850, 4.88517], [-0.15797, -2.42675, 2.84666], [-1.56119, -2.25452, 4.10257], [-2.54814, -0.44899, 1.90618], [-1.56243, -1.81800, 0.98623], [-3.02682, -3.69106, 1.69864], [-3.51457, -2.85698, 3.31686], [-6.34289, -1.95432, 2.15807], [-4.65848, -0.33141, 0.89470], [-5.35900, -2.73364, -0.08949], [-5.15484, -4.90373, -4.58908], [-5.56959, -3.87411, -3.55641], [-5.99129, -2.56596, -4.15428], [-5.67224, -1.63999, -3.13196], [-4.64981, -2.18978, -2.41454], [-3.98464, -1.58732, -1.58861], [-4.46613, -3.50317, -2.74577], [-5.88565, -4.97627, -5.39978], [-4.17131, -4.67021, -5.01187], [-5.06623, -5.88966, -4.12006], [-6.34978, -4.28364, -2.90410], [-7.06216, -2.54100, -4.37513], [-5.43389, -2.29600, -5.05782], [-3.77411, 1.65201, -1.65210], [-4.18885, 2.68163, -0.61943], [-4.61056, 3.98978, -1.21730], [-4.29151, 4.91575, -0.19497], [-3.26908, 4.36596, 0.52244], [-2.60391, 4.96841, 1.34837], [-3.08540, 3.05256, 0.19121], [-4.50492, 1.57946, -2.46279], [-2.79058, 1.88552, -2.07489], [-3.68549, 0.66608, -1.18308], [-4.96905, 2.27209, 0.03289], [-5.68142, 4.01473, -1.43814], [-4.05316, 4.25974, -2.12084], [4.97159, -3.15846, -2.57520], [3.89931, -3.28559, -3.63944], [3.67523, -4.69583, -4.09501], [3.22636, -4.52441, -5.42674], [3.75628, -3.34647, -5.86714], [3.75059, -2.97960, -7.03030], [4.29795, -2.63334, -4.83443], [4.83088, -3.88985, -1.77405], [5.97321, -3.28146, -3.00207], [4.94252, -2.15704, -2.13226], [2.96583, -2.82550, -3.29467], [2.91550, -5.20567, -3.49583], [4.58673, -5.30325, -4.10805], [-1.37411, 7.48592, 2.09511], [-1.78885, 8.51554, 3.12778], [-2.21056, 9.82369, 2.52991], [-1.89151, 10.74966, 3.55223], [-0.86908, 10.19987, 4.26965], [-0.20391, 10.80233, 5.09558], [-0.68540, 8.88648, 3.93842], [-2.10492, 7.41338, 1.28442], [-0.39058, 7.71944, 1.67232], [-1.28549, 6.49999, 2.56413], [-2.56905, 8.10601, 3.78009], [-3.28142, 9.84865, 2.30907], [-1.65316, 10.09365, 1.62637], [5.97082, -5.07812, 3.22784], [6.31854, -5.96889, 4.40434], [7.38867, -5.40092, 5.28681], [7.99669, -6.56121, 5.82384], [7.80090, -7.55937, 4.91407], [8.36176, -8.64194, 4.94635], [6.89681, -7.18546, 3.95946], [5.81459, -4.04179, 3.54123], [6.75289, -5.10751, 2.46098], [5.05148, -5.43228, 2.74900], [5.41583, -6.20986, 4.97790], [6.97550, -4.77858, 6.08564], [8.14748, -4.82737, 4.74347], [4.65972, 10.74433, 4.78425], [3.89796, 10.64772, 3.47699], [2.41086, 10.59205, 3.65583], [1.98867, 9.85944, 2.52032], [3.03698, 9.06398, 2.15892], [2.96486, 8.15187, 1.35244], [4.17767, 9.42077, 2.82224], [4.24008, 11.51486, 5.43752], [4.66297, 9.78590, 5.31529], [5.70781, 10.99592, 4.58907], [4.18805, 11.46576, 2.80723], [1.95967, 11.58833, 3.66017], [2.09668, 10.05377, 4.55666], [-2.56459, -4.08320, -10.17019], [-3.09400, -3.98936, -8.75264], [-3.05429, -5.29269, -8.01353], [-4.12711, -5.16381, -7.09875], [-5.01939, -4.30038, -7.66500], [-6.15321, -4.11366, -7.25616], [-4.47732, -3.67510, -8.75296], [-1.60688, -4.61046, -10.20706], [-3.27874, -4.58898, -10.82957], [-2.41751, -3.07892, -10.58211], [-2.56553, -3.20277, -8.20134], [-2.10972, -5.43464, -7.48080], [-3.23973, -6.16453, -8.65029]]}

---

{"formula": "C9H20OP", "method": "the ωB97M-V functional and the def2-TZVPD basis", "e_above_lowest_kj_mol": 442.54, "total_energy_ha": -771.04437, "lumo_ha": [-0.2371, -0.1771], "orbital_gap_ev": [6.77, 8.03], "spin_multiplicity": 1, "total_charge": 1, "homo_ev": [-13.228, -12.852], "symbols": ["C", "C", "C", "C", "C", "C", "C", "C", "C", "O", "P", "H", "H", "H", "H", "H", "H", "H", "H", "H", "H", "H", "H", "H", "H", "H", "H", "H", "H", "H", "H"], "coordinates": [[-1.83614, 0.85223, 1.53290], [-2.86626, 0.93675, 0.36844], [-1.30846, -0.57663, 1.56090], [-2.15425, 0.68640, -0.99513], [-1.00070, 1.67100, -1.24938], [3.73625, -1.27932, 0.25820], [3.53123, 1.06518, -0.37660], [-2.12431, -2.43551, -0.65461], [2.60969, -0.24436, -0.14884], [1.75664, -0.23767, -1.11798], [-1.16613, -0.90992, -0.31950], [-1.09078, 1.47357, 1.30094], [-2.42507, 1.06046, 2.35498], [-3.71877, 0.22913, 0.37771], [-3.29241, 1.85569, 0.46309], [-0.38400, -0.76654, 1.97779], [-1.90515, -1.28819, 1.92982], [-2.76436, 0.38031, -1.76899], [-0.65438, 1.40703, -2.26333], [-0.23930, 1.61815, -0.53008], [-1.39620, 2.68218, -1.28510], [3.23796, -2.06074, 0.73569], [4.17746, -1.52820, -0.69365], [4.50920, -0.75615, 0.97663], [3.94166, 1.44902, 0.47287], [3.09765, 2.00306, -0.67047], [4.22254, 0.87529, -1.06984], [-1.91967, -3.22139, 0.03669], [-1.74793, -2.93373, -1.60899], [-3.11020, -2.12734, -0.50186], [2.28421, 0.12022, 0.90768]]}

---

{"formula": "C6H13O2", "method": "the ωB97M-V functional and the def2-TZVPD basis", "e_above_lowest_kj_mol": 66.82, "total_energy_ha": -386.93406, "lumo_ha": 0.1303, "orbital_gap_ev": 7.43, "spin_multiplicity": 1, "total_charge": -1, "homo_ev": -3.886, "symbols": ["C", "C", "C", "H", "H", "H", "H", "H", "H", "H", "H", "C", "C", "C", "O", "O", "H", "H", "H", "H", "H"], "coordinates": [[-0.56203, 0.56792, 3.12524], [0.88746, 0.70895, 2.65798], [-1.37368, -0.49401, 2.38500], [-0.59469, 0.42144, 4.20808], [-1.05409, 1.54769, 3.07209], [1.01969, 1.35592, 1.80235], [1.30138, -0.25888, 2.38899], [-0.78515, -1.05297, 1.66270], [-1.91183, -1.22067, 3.00291], [1.50874, 1.01515, 3.50549], [-2.19713, -0.04890, 1.82202], [0.44509, 0.65775, -1.30802], [-0.17254, 1.60648, -2.31423], [0.31708, -0.86174, -1.64240], [1.31751, -1.54983, -1.34589], [-0.76351, -1.20653, -2.15577], [1.51041, 0.86293, -1.12384], [0.08699, 0.80308, -0.27138], [-0.85160, 1.06798, -2.98849], [0.57621, 2.09184, -2.95272], [-0.73673, 2.45193, -1.89806]]}